No. 1
This record from the Open Molecules 2025 dataset describes a structure of composition C5H8BrClSi at a distorted geometry. The level of theory is ωB97M-V/def2-TZVPD.

The geometry in XYZ format:
```
16
C5H8BrClSi ωB97M-V/def2-TZVPD
C 1.315 -2.128 0.506
C -1.098 1.671 -1.966
C 1.623 -0.842 0.625
C -1.005 0.748 -0.999
C -0.707 0.600 2.243
Si 0.358 0.627 0.637
Cl 1.460 2.345 0.334
Br -2.002 -0.893 1.978
H 2.205 -2.724 0.574
H 0.353 -2.560 0.471
H -1.871 1.593 -2.624
H -0.551 2.477 -2.395
H 2.696 -0.661 0.777
H -1.677 -0.128 -1.011
H -1.379 1.433 2.398
H -0.138 0.623 3.172
```

Summary:
ΔE to the lowest compared entry with this formula, charge and spin	0.00	kJ/mol
HOMO-LUMO gap	10.17	eV
energy	-95756.5225	eV
charge	0

---

No. 2
This record from the Open Molecules 2025 dataset describes an isolated molecule of C22H20ClN3O4S. The level of theory is ωB97M-V/def2-TZVPD.

The geometry in XYZ format:
```
51
C22H20ClN3O4S ωB97M-V/def2-TZVPD
N -3.713 -0.191 1.366
C -2.378 -0.259 1.615
O -1.823 0.528 2.370
C -1.649 -1.292 0.864
C -0.421 -0.960 0.347
N 0.349 0.148 0.657
H -0.025 0.577 1.507
C 0.547 1.143 -0.387
N -0.551 2.079 -0.456
C -1.804 1.740 -0.848
O -2.080 0.671 -1.359
C -2.809 2.791 -0.600
C -2.706 4.097 -0.184
C -4.023 4.596 -0.125
C -4.829 3.562 -0.503
O -4.108 2.477 -0.790
H -5.895 3.486 -0.599
H -4.328 5.582 0.160
H -1.812 4.642 0.042
H -0.374 2.960 0.009
H 0.647 0.624 -1.349
C 1.816 1.952 -0.072
O 1.727 3.140 0.157
C 3.097 1.231 -0.041
C 3.224 -0.132 -0.313
C 4.463 -0.739 -0.266
C 5.588 0.011 0.049
C 5.483 1.369 0.321
C 4.243 1.968 0.276
H 4.134 3.022 0.485
H 6.365 1.941 0.566
Cl 7.131 -0.751 0.102
H 4.560 -1.793 -0.473
H 2.361 -0.731 -0.553
S 0.161 -2.161 -0.760
C -1.241 -3.149 -0.465
C -2.106 -2.567 0.404
C -3.324 -3.299 0.884
C -3.690 -4.427 -0.080
C -2.466 -5.287 -0.382
C -1.423 -4.465 -1.139
H -1.757 -4.301 -2.170
H -0.472 -5.000 -1.187
H -2.037 -5.644 0.557
H -2.750 -6.157 -0.976
H -4.067 -4.001 -1.011
H -4.481 -5.040 0.358
H -3.101 -3.719 1.871
H -4.169 -2.623 1.010
H -4.058 -0.557 0.494
H -4.194 0.612 1.742
```

Summary:
ΔE to the lowest compared entry with this formula, charge and spin	9.19	kJ/mol
HOMO-LUMO gap	7.59	eV
energy	-59157.7606	eV
SMILES string	NC(=O)c1c(N[C@@H](NC(=O)c2ccco2)C(=O)c2ccc(Cl)cc2)sc2c1CCCC2
charge	0

---

No. 3
This record from the Open Molecules 2025 dataset describes a structure of composition C9H11O18Zn at a distorted geometry. The level of theory is ωB97M-V/def2-TZVPD.

The geometry in XYZ format:
```
39
C9H11O18Zn ωB97M-V/def2-TZVPD
Zn 0.691 0.471 1.103
O 3.673 -1.021 -1.553
C 3.335 -0.241 -0.433
O 4.140 0.667 -0.203
O 2.298 -0.548 0.193
H 4.520 -0.585 -1.703
O 0.788 -3.464 2.052
C 0.623 -2.388 2.916
O 0.526 -1.262 2.374
O 0.585 -2.600 4.136
H 0.883 -2.939 1.241
O -2.349 3.031 2.376
C -1.645 1.912 2.835
O -1.095 1.240 1.900
O -1.504 1.710 4.026
H -1.957 3.000 1.488
O -0.079 3.767 -1.384
C 0.988 3.084 -0.793
O 0.682 1.863 -0.540
O 2.067 3.620 -0.697
H -0.729 3.054 -1.394
O 2.315 2.295 4.473
C 2.612 2.166 3.112
O 3.565 2.819 2.678
O 1.846 1.374 2.520
H 2.993 2.961 4.647
C -2.143 -2.906 -4.004
C -2.181 -1.593 -3.226
C -3.350 -1.545 -2.223
O -2.771 -0.984 -1.046
C -1.417 -0.968 -1.176
O -0.664 -0.670 -0.331
O -1.056 -1.580 -2.348
H -2.488 -3.715 -3.369
H -1.105 -3.035 -4.317
H -2.693 -2.809 -4.943
H -2.119 -0.705 -3.857
H -3.649 -2.523 -1.843
H -4.137 -0.952 -2.690
```

Summary:
ΔE to the lowest compared entry with this formula, charge and spin	0.00	kJ/mol
HOMO-LUMO gap	4.96	eV
energy	-94787.1096	eV
charge	-3

---

No. 4
This record from the Open Molecules 2025 dataset describes the ion C6H13F2N2O4S with charge +1 at a distorted geometry. The level of theory is ωB97M-V/def2-TZVPD.

The geometry in XYZ format:
```
28
C6H13F2N2O4S ωB97M-V/def2-TZVPD
C 1.348 -0.761 -0.548
C -1.351 -1.601 0.492
C -0.494 -0.647 1.273
C -2.365 -1.097 -0.551
C 1.670 2.586 -0.714
C 0.848 -0.106 0.760
N -1.815 -0.422 -1.767
N 1.728 -0.114 1.807
O 2.337 -1.597 -0.224
O 0.984 -0.481 -1.664
O -0.818 1.724 -0.719
O 0.072 2.538 1.471
F 2.056 3.720 -0.123
F 2.690 1.762 -0.758
S 0.345 1.765 0.221
H -0.856 -2.375 -0.022
H -1.981 -2.200 1.304
H -1.188 0.128 1.631
H -0.119 -1.222 2.215
H -2.941 -1.970 -0.828
H -3.092 -0.330 -0.094
H 1.288 2.906 -1.797
H -2.433 0.005 -2.452
H -1.233 -1.120 -2.365
H -1.342 0.490 -1.565
H 2.535 -1.798 0.682
H 2.718 0.144 1.656
H 1.410 0.074 2.682
```

Summary:
ΔE to the lowest compared entry with this formula, charge and spin	3.38	kJ/mol
HOMO-LUMO gap	10.51	eV
energy	-33864.9894	eV
SMILES string	N[C@](CCC[NH3+])(C(=O)O)S(=O)(=O)C(F)F
charge	+1

---

No. 5
This record from the Open Molecules 2025 dataset describes a structure of composition CH3IN2 at a distorted geometry. The level of theory is ωB97M-V/def2-TZVPD.

The geometry in XYZ format:
```
7
CH3IN2 ωB97M-V/def2-TZVPD
C -0.300 -0.415 0.081
N -0.433 0.966 -0.311
N -1.111 0.668 0.748
I -3.610 0.089 -0.044
H -0.769 -1.203 -0.597
H 0.489 -0.867 0.640
H -0.146 1.634 -0.989
```

Summary:
ΔE to the lowest compared entry with this formula, charge and spin	220.11	kJ/mol
HOMO-LUMO gap (alpha / beta)	8.55 / 7.08	eV
energy	-12162.3921	eV
charge	0

---

No. 6
This record from the Open Molecules 2025 dataset describes a cluster of 8 separate species, C23H30N8O16 in total at a distorted geometry. The level of theory is ωB97M-V/def2-TZVPD.

The geometry in XYZ format:
```
77
C23H30N8O16 ωB97M-V/def2-TZVPD
C 1.857 4.233 -1.899
N 2.316 5.679 -1.886
O 3.300 5.938 -2.418
O 1.651 6.528 -1.284
H 1.535 3.880 -2.879
H 1.029 4.092 -1.205
H 2.682 3.640 -1.504
C -3.194 2.126 -2.340
N -3.536 0.800 -2.922
O -3.575 -0.204 -2.213
O -3.918 0.867 -4.109
H -4.092 2.397 -1.785
H -3.056 2.810 -3.177
H -2.258 1.996 -1.796
C -1.553 -5.390 -1.254
N -1.629 -3.911 -1.200
O -1.611 -3.223 -2.277
O -1.727 -3.478 -0.064
H -1.641 -5.707 -0.215
H -0.593 -5.578 -1.734
H -2.404 -5.805 -1.795
C 3.409 -4.430 -0.415
N 2.617 -4.038 -1.651
O 3.192 -4.314 -2.682
O 1.490 -3.656 -1.547
H 3.431 -3.519 0.184
H 4.384 -4.810 -0.722
H 2.781 -5.143 0.119
C 0.173 -0.737 -0.699
N 0.625 0.638 -0.746
O 0.043 1.458 -1.407
O 1.553 0.962 0.005
H 0.785 -1.298 0.006
H 0.005 -1.075 -1.722
H -0.869 -0.855 -0.402
C 2.955 -1.928 -5.013
C 4.228 -1.560 -5.406
C 4.651 -0.209 -5.347
C 3.733 0.770 -4.979
C 2.430 0.344 -4.580
C 2.033 -0.975 -4.687
N 4.118 2.198 -4.892
O 5.247 2.502 -5.272
O 3.294 3.023 -4.504
H 2.703 -2.978 -5.018
H 4.992 -2.272 -5.683
H 5.676 -0.037 -5.641
H 1.783 1.108 -4.174
H 1.060 -1.340 -4.393
C -3.884 -1.168 1.905
C -2.630 -0.918 2.442
C -2.534 -0.481 3.779
C -3.673 -0.427 4.601
C -4.936 -0.625 4.043
C -5.029 -1.046 2.682
N -3.517 -0.163 6.034
O -2.496 0.119 6.589
O -4.607 -0.139 6.698
H -3.855 -1.277 0.831
H -1.742 -0.805 1.838
H -1.594 -0.078 4.128
H -5.850 -0.593 4.617
H -5.947 -1.105 2.116
C -0.731 2.616 3.247
C -1.299 3.044 4.449
C -0.816 2.623 5.694
C 0.341 1.796 5.708
C 0.929 1.420 4.511
C 0.419 1.838 3.271
N 0.830 1.317 6.956
O 1.882 0.590 6.882
O 0.355 1.706 7.991
H -1.107 3.122 2.370
H -2.105 3.761 4.391
H -1.278 2.923 6.623
H 1.861 0.876 4.477
H 0.909 1.558 2.350
```

Summary:
HOMO-LUMO gap	9.26	eV
energy	-68994.1633	eV
SMILES string	O=[N+]([O-])c1ccccc1.O=[N+]([O-])c1ccccc1.O=[N+]([O-])c1ccccc1.C[N+](=O)[O-].C[N+](=O)[O-].C[N+](=O)[O-].C[N+](=O)[O-].C[N+](=O)[O-]
charge	0

---

Which of these has the lowest charge? C9H11O18Zn